Entry 1:
ORCA calculation (the ωB97M-V functional and the def2-TZVPD basis) on CH8BaO7 as an isolated structure in a non-equilibrium geometry.

Each line ends with the Mulliken charge.
Element x y z (Å)
Ba1 11.52 -10.09 -13.84  1.668
C1 13.42 -11.95 -15.73  0.695
O1 12.21 -11.70 -16.14  -0.835
O2 14.07 -12.91 -16.23  -0.709
O3 13.76 -11.38 -14.57  -0.890
O4 13.20 -9.65 -11.74  -0.617
H1 12.74 -9.31 -10.96  0.320
H2 13.67 -10.44 -11.43  0.321
O5 11.11 -7.90 -15.65  -0.570
H3 11.30 -6.98 -15.89  0.269
H4 10.20 -8.05 -15.96  0.319
O6 9.33 -11.65 -14.46  -0.521
H5 8.65 -11.89 -13.82  0.272
H6 9.02 -12.00 -15.31  0.280
O7 11.44 -12.22 -12.33  -0.629
H7 11.97 -12.86 -12.85  0.363
H8 11.72 -12.37 -11.42  0.264

Calculated values
- Calculated total energy: -16193.8952 eV
- Relative energy (zero: lowest compared OMol25 entry of this formula, charge and spin): 0.0 kJ/mol
- Strongest force on any atom: 0.06775 Eh/bohr
- E_LUMO: -1.23 eV
- Frontier orbital gap: 0.15769 hartree
- HOMO: -0.2029 Eh

***

Entry 2:
ORCA calculation (the ωB97M-V functional and the def2-TZVPD basis) on C40H39CaN5O10 as an isolated structure in a non-equilibrium geometry.

Each line ends with the Mulliken charge.
Element x y z (Å)
Ca1 -0.58 -0.09 -0.40  2.031
O1 -1.56 -1.75 2.72  -0.775
C1 -0.99 -0.80 2.21  0.266
O2 0.12 -0.87 1.52  -0.564
C2 -1.55 0.64 2.44  -0.359
C3 -0.51 1.74 2.17  0.698
C4 -0.86 3.02 2.93  -1.008
C5 -2.05 3.55 2.11  -1.121
C6 -2.19 2.48 1.04  -0.356
O3 -0.80 2.11 0.79  -0.306
C7 -2.78 1.17 1.61  0.303
C8 -3.40 0.42 0.40  -0.036
O4 -4.48 0.83 0.00  -0.753
O5 -2.68 -0.48 -0.16  -0.822
H1 -1.81 0.63 3.50  0.680
H2 0.52 1.42 2.25  -0.203
H3 -1.10 2.82 3.97  0.398
H4 -0.02 3.71 2.90  0.379
H5 -2.97 3.64 2.70  0.415
H6 -1.84 4.52 1.67  0.337
H7 -2.65 2.80 0.11  0.597
H8 -3.62 1.40 2.27  0.738
O6 6.82 -2.93 -0.92  -0.515
C9 6.73 -1.62 -1.21  0.480
O7 7.73 -0.96 -1.29  -0.606
C10 5.36 -1.06 -1.42  0.422
C11 4.21 -1.67 -0.92  -0.132
C12 2.97 -1.09 -1.11  0.886
C13 2.87 0.12 -1.80  -1.090
C14 4.01 0.72 -2.32  -0.411
C15 5.25 0.14 -2.12  -1.285
N1 1.57 0.64 -1.97  0.331
C16 1.36 1.89 -2.02  -0.506
C17 -0.01 2.37 -2.39  0.594
C18 -0.18 3.63 -2.93  -0.911
C19 -1.45 4.00 -3.37  -0.375
C20 -2.50 3.11 -3.23  -0.910
C21 -2.24 1.87 -2.66  -0.428
N2 -1.02 1.50 -2.28  0.134
H9 5.95 -3.36 -1.01  0.329
H10 4.26 -2.59 -0.35  0.327
H11 2.07 -1.55 -0.71  0.135
H12 3.92 1.64 -2.89  0.634
H13 6.15 0.61 -2.50  0.508
H14 2.11 2.66 -1.85  0.499
H15 0.65 4.32 -3.01  0.474
H16 -1.61 4.98 -3.79  0.431
H17 -3.50 3.36 -3.54  0.440
H18 -3.03 1.15 -2.47  0.572
N3 2.72 1.43 1.09  -0.771
C22 3.21 0.52 1.62  0.655
N4 3.78 -0.51 2.22  0.098
C23 5.22 -0.57 2.44  -0.261
C24 5.47 -1.04 3.87  -0.755
O8 4.80 -2.26 4.12  -0.418
C25 3.40 -2.11 3.98  -0.881
C26 3.03 -1.71 2.57  0.711
H19 5.66 0.41 2.27  0.532
H20 5.67 -1.28 1.74  0.000
H21 5.12 -0.27 4.58  0.374
H22 6.53 -1.21 4.03  0.376
H23 3.03 -1.36 4.70  0.435
H24 2.95 -3.08 4.24  0.355
H25 1.96 -1.51 2.46  -0.127
H26 3.31 -2.52 1.88  -0.360
C27 3.68 -8.15 1.34  -0.987
O9 3.19 -7.02 0.63  -0.427
C28 3.84 -6.66 -0.50  0.848
C29 4.96 -7.30 -1.02  -0.322
C30 5.55 -6.81 -2.18  -0.964
C31 5.06 -5.67 -2.80  -0.944
C32 3.95 -5.02 -2.27  0.181
C33 3.33 -5.52 -1.14  -0.280
N5 2.24 -4.87 -0.52  0.237
C34 1.30 -4.09 -1.05  -0.920
C35 0.91 -3.91 -2.36  0.558
C36 1.17 -4.79 -3.46  -0.222
C37 0.61 -4.55 -4.67  -0.898
C38 -0.23 -3.41 -4.86  -0.451
C39 -0.51 -2.54 -3.86  -0.963
C40 0.07 -2.74 -2.55  -0.171
O10 -0.08 -1.92 -1.62  -0.709
H27 4.70 -7.99 1.69  0.399
H28 3.64 -9.04 0.71  0.374
H29 3.02 -8.28 2.19  0.259
H30 5.36 -8.18 -0.54  0.441
H31 6.41 -7.31 -2.59  0.396
H32 5.53 -5.29 -3.69  0.440
H33 3.56 -4.13 -2.75  0.513
H34 2.21 -4.98 0.49  0.358
H35 0.76 -3.51 -0.31  0.860
H36 1.77 -5.67 -3.32  0.493
H37 0.77 -5.23 -5.50  0.416
H38 -0.66 -3.24 -5.84  0.418
H39 -1.14 -1.68 -4.00  0.539

Calculated values
- Calculated total energy: -88480.7553 eV
- Relative energy (zero: lowest compared OMol25 entry of this formula, charge and spin): 119.4 kJ/mol
- Strongest force on any atom: 0.02237 Eh/bohr
- E_LUMO: -1.04 eV
- Frontier orbital gap: 0.26283 hartree
- HOMO: -0.3011 Eh

***

Entry 3:
ORCA calculation (the ωB97M-V functional and the def2-TZVPD basis) on a 2-piece molecular cluster, C7H14N2 overall in a non-equilibrium geometry.

Each line ends with the Mulliken charge.
Element x y z (Å)
C1 -2.27 -0.46 -2.92  -1.126
C2 -2.19 -0.09 -1.44  0.765
C3 -1.39 -0.83 -0.56  -0.592
N1 -1.39 -0.18 0.63  -0.061
C4 -2.04 1.03 0.39  -0.282
N2 -2.57 1.03 -0.79  -0.662
H1 -1.38 -0.97 -3.27  0.324
H2 -2.39 0.50 -3.42  0.329
H3 -3.14 -1.10 -3.00  0.283
H4 -0.76 -1.66 -0.85  0.348
H5 -0.81 -0.47 1.40  0.248
H6 -2.04 1.81 1.14  0.418
C5 2.48 -0.58 2.19  -1.087
C6 2.16 -0.23 0.71  -0.215
C7 1.49 1.13 0.55  -1.059
H7 1.86 -1.42 2.49  0.270
H8 3.53 -0.82 2.35  0.335
H9 2.26 0.24 2.87  0.310
H10 3.11 -0.30 0.17  0.368
H11 1.59 -0.99 0.17  0.171
H12 0.78 1.02 -0.29  0.191
H13 0.88 1.50 1.36  0.353
H14 2.21 1.84 0.14  0.369

Calculated values
- SMILES string: Cc1c[nH]cn1.CCC
- Calculated total energy: -10465.4953 eV
- Relative energy (zero: lowest compared OMol25 entry of this formula, charge and spin): 84.1 kJ/mol
- Strongest force on any atom: 0.06702 Eh/bohr
- E_LUMO: 0.88 eV
- Frontier orbital gap: 0.33888 hartree
- HOMO: -0.3066 Eh

***

Entry 4:
ORCA calculation (the ωB97M-V functional and the def2-TZVPD basis) on C51H69AsBaBrN8O3S as an isolated structure in a non-equilibrium geometry.

Each line ends with the Mulliken charge.
Element x y z (Å)
Ba1 -0.21 -0.28 -0.71  1.623
O1 -2.27 -2.32 2.99  -0.589
C1 -3.59 -2.18 2.71  0.072
C2 -4.51 -2.93 3.43  -0.521
C3 -5.86 -2.78 3.18  -0.441
C4 -6.30 -1.89 2.21  -0.896
C5 -5.37 -1.14 1.51  -0.567
C6 -4.01 -1.26 1.75  0.546
C7 -3.00 -0.42 1.02  0.945
O2 -1.99 -1.21 0.48  -0.729
N1 -2.41 0.61 1.90  0.326
N2 -1.82 1.62 1.19  -0.467
C8 -0.77 2.22 1.62  -0.809
C9 0.06 1.85 2.78  0.497
Br1 1.89 1.83 2.31  -0.094
C10 -0.38 1.53 3.99  -0.703
C11 0.46 1.08 5.12  -0.092
C12 0.89 -0.24 5.17  0.054
C13 1.68 -0.67 6.23  -0.795
C14 2.04 0.22 7.23  -0.418
C15 1.61 1.54 7.18  -0.600
C16 0.81 1.97 6.13  -0.366
H1 -1.77 -2.01 2.21  0.060
H2 -4.15 -3.62 4.18  0.494
H3 -6.57 -3.37 3.74  0.389
H4 -7.36 -1.78 2.00  0.423
H5 -5.70 -0.42 0.77  0.349
H6 -3.53 0.17 0.25  -0.763
H7 -1.82 0.21 2.63  0.241
H8 -0.42 3.04 1.00  0.637
H9 -1.45 1.63 4.14  0.704
H10 0.62 -0.93 4.38  0.501
H11 2.01 -1.69 6.26  0.421
H12 2.66 -0.12 8.05  0.386
H13 1.89 2.23 7.96  0.382
H14 0.48 2.99 6.09  0.435
C17 6.75 -0.53 -4.30  -2.149
C18 5.74 0.60 -4.48  1.912
C19 6.45 1.94 -4.27  -1.541
C20 5.18 0.53 -5.91  -1.619
C21 4.59 0.50 -3.48  0.366
C22 4.56 -0.42 -2.45  -0.479
C23 3.47 -0.44 -1.59  -0.977
N3 2.46 0.40 -1.70  0.250
C24 2.47 1.32 -2.67  -0.487
C25 3.52 1.38 -3.57  0.103
C26 1.35 2.35 -2.71  -0.689
C27 1.50 3.52 -3.44  -0.495
C28 0.50 4.49 -3.47  0.431
C29 -0.64 4.22 -2.73  -0.910
C30 -0.73 3.04 -2.01  -0.997
N4 0.23 2.13 -2.01  0.932
C31 0.69 5.75 -4.29  1.778
C32 1.97 6.46 -3.84  -1.581
C33 -0.48 6.72 -4.13  -2.177
C34 0.80 5.36 -5.77  -1.517
H15 7.53 -0.44 -5.06  0.440
H16 6.30 -1.51 -4.41  0.430
H17 7.25 -0.49 -3.33  0.394
H18 7.27 2.04 -4.98  0.441
H19 6.85 2.03 -3.27  0.373
H20 5.78 2.78 -4.44  0.312
H21 6.00 0.56 -6.63  0.464
H22 4.52 1.37 -6.14  0.320
H23 4.62 -0.39 -6.08  0.354
H24 5.37 -1.11 -2.29  0.528
H25 3.42 -1.13 -0.75  0.359
H26 3.51 2.12 -4.36  0.435
H27 2.42 3.70 -3.98  0.511
H28 -1.46 4.92 -2.68  0.558
H29 -1.61 2.82 -1.41  0.639
H30 1.94 6.71 -2.78  0.355
H31 2.10 7.39 -4.41  0.462
H32 2.86 5.85 -4.02  0.301
H33 -0.62 7.04 -3.09  0.414
H34 -1.42 6.29 -4.48  0.384
H35 -0.30 7.62 -4.72  0.445
H36 1.66 4.71 -5.95  0.308
H37 0.94 6.26 -6.38  0.452
H38 -0.09 4.85 -6.12  0.357
C35 2.54 -6.06 -0.84  -1.563
C36 1.63 -5.40 0.13  0.796
C37 0.53 -5.94 0.72  -0.922
C38 -0.19 -5.14 1.65  0.867
N5 0.14 -3.90 1.94  -0.253
C39 1.22 -3.35 1.34  -0.283
S1 1.66 -1.76 1.63  -0.161
N6 1.95 -4.12 0.48  0.187
C40 -1.37 -5.69 2.37  -0.985
H39 2.11 -7.00 -1.18  0.348
H40 3.50 -6.28 -0.38  0.404
H41 2.71 -5.42 -1.70  0.357
H42 0.22 -6.95 0.50  0.531
H43 2.73 -3.66 0.04  0.243
H44 -1.85 -6.49 1.81  0.419
H45 -2.07 -4.89 2.60  0.038
H46 -1.02 -6.12 3.32  0.307
C41 -4.44 2.27 -2.30  -1.134
C42 -4.53 0.79 -2.63  -0.994
As1 -2.77 -0.06 -2.63  0.401
C43 -3.29 -1.96 -2.70  0.383
C44 -4.12 -2.39 -3.90  -1.433
C45 -2.24 0.26 -4.49  -1.004
C46 -0.93 -0.44 -4.81  -0.294
H47 -5.41 2.75 -2.32  0.424
H48 -3.80 2.81 -3.01  0.257
H49 -4.02 2.42 -1.30  0.137
H50 -5.00 0.63 -3.61  0.589
H51 -5.14 0.26 -1.89  0.454
H52 -3.81 -2.12 -1.75  0.493
H53 -2.37 -2.55 -2.62  -0.644
H54 -5.05 -1.82 -3.98  0.376
H55 -4.40 -3.44 -3.84  0.452
H56 -3.58 -2.25 -4.84  0.227
H57 -2.14 1.34 -4.59  0.575
H58 -3.04 -0.05 -5.17  0.606
H59 -0.11 -0.09 -4.18  -0.122
H60 -0.63 -0.28 -5.85  0.525
H61 -1.02 -1.52 -4.66  -0.361
N7 0.60 -2.69 -2.04  -0.454
C47 0.17 -3.51 -2.73  -0.258
N8 -0.30 -4.46 -3.49  0.615
C48 -1.32 -5.37 -2.95  -0.230
C49 -1.12 -6.73 -3.59  -0.735
O3 -1.15 -6.63 -5.00  -0.405
C50 -0.09 -5.82 -5.48  -0.796
C51 -0.23 -4.40 -4.95  -0.420
H62 -2.31 -4.98 -3.18  0.016
H63 -1.21 -5.41 -1.86  0.456
H64 -1.93 -7.41 -3.31  0.374
H65 -0.17 -7.18 -3.27  0.326
H66 -0.15 -5.83 -6.56  0.364
H67 0.87 -6.24 -5.17  0.364
H68 -1.15 -3.94 -5.33  0.220
H69 0.62 -3.77 -5.24  0.495

Calculated values
- Charge: +1
- Calculated total energy: -214478.0279 eV
- Relative energy (zero: lowest compared OMol25 entry of this formula, charge and spin): 45.4 kJ/mol
- Strongest force on any atom: 0.02626 Eh/bohr
- E_LUMO: -2.12 eV
- Frontier orbital gap: 0.27376 hartree
- HOMO: -0.3518 Eh

***

Entry 5:
ORCA calculation (the ωB97M-V functional and the def2-TZVPD basis) on Cl2HNS as an isolated structure in a non-equilibrium geometry.

Each line ends with the Mulliken charge.
Element x y z (Å)
N1 -2.02 0.06 0.19  -0.123
S1 -0.73 -0.19 -0.96  -0.028
Cl1 -3.08 -1.36 0.20  -0.010
Cl2 -2.70 1.56 -0.09  -0.012
H1 -0.22 -1.02 -0.06  0.173

Calculated values
- Calculated total energy: -37383.3994 eV
- Relative energy (zero: lowest compared OMol25 entry of this formula, charge and spin): 169.7 kJ/mol
- Strongest force on any atom: 0.02997 Eh/bohr
- E_LUMO: -0.52 eV
- Frontier orbital gap: 0.32273 hartree
- HOMO: -0.3418 Eh

***

Entry 6:
ORCA calculation (the ωB97M-V functional and the def2-TZVPD basis) on a 2-piece molecular cluster, C5H14 overall in a non-equilibrium geometry.

Each line ends with the Mulliken charge.
Element x y z (Å)
C1 -0.69 -0.83 -2.42  -0.957
C2 -0.93 -1.87 -1.29  -0.287
C3 -0.25 -1.43 0.01  -1.089
H1 0.12 -0.15 -2.18  0.268
H2 -1.59 -0.26 -2.62  0.278
H3 -0.44 -1.37 -3.34  0.275
H4 -2.00 -1.84 -1.10  0.213
H5 -0.67 -2.89 -1.54  0.366
H6 0.75 -1.05 -0.16  0.308
H7 -0.83 -0.61 0.44  0.222
H8 -0.28 -2.21 0.72  0.391
C4 0.34 1.69 2.25  -0.798
C5 1.30 1.97 1.11  -0.706
H9 0.26 0.61 2.35  0.197
H10 0.76 2.05 3.19  0.325
H11 -0.66 2.10 2.14  0.269
H12 1.03 1.57 0.14  0.134
H13 2.27 1.51 1.32  0.259
H14 1.51 3.03 1.00  0.334

Calculated values
- SMILES string: CCC.CC
- Calculated total energy: -5411.7579 eV
- Relative energy (zero: lowest compared OMol25 entry of this formula, charge and spin): 28.1 kJ/mol
- Strongest force on any atom: 0.02942 Eh/bohr
- E_LUMO: 1.16 eV
- Frontier orbital gap: 0.45813 hartree
- HOMO: -0.4157 Eh